--- A ---
Below is a molecular structure, C4H7N2, with properties calculated with wB97M-V/def2-TZVPD.

Its charge is +1. The calculation puts the orbital gap at 10.40 eV. Its spin multiplicity is 1.

Atoms and positions in Å:
N -0.77 -0.35 0.04
N -0.03 -1.31 0.24
C 2.63 -0.28 -0.08
C -2.17 -0.30 -0.05
C 1.39 -0.07 0.16
C 0.15 0.81 0.02
H 0.02 1.38 -0.82
H 3.20 0.51 -0.28
H 0.04 1.58 0.79
H 2.96 -1.32 0.06
H -2.48 -1.28 0.37
H -2.58 0.05 -1.13
H -2.37 0.60 0.67

***

--- B ---
Below is 2 unconnected molecules or ions with the total composition C4H7N2, with properties calculated with wB97M-V/def2-TZVPD.

Its charge is +1. The calculation puts the orbital gap at 7.56 eV. Its spin multiplicity is 1.

Atoms and positions in Å:
N 0.00 -1.50 0.13
N -1.43 0.56 -0.55
C 1.89 0.66 -0.44
C 0.08 -0.40 0.76
C 1.03 0.63 0.62
C 2.89 0.53 -1.18
H -0.88 -2.08 0.29
H -1.16 1.42 -1.14
H -1.56 -0.19 -1.19
H 0.67 -1.88 -0.44
H -0.57 -0.11 1.60
H 1.00 1.42 1.34
H -1.96 0.94 0.20

***

What should be chosen as the least stable of them? Choose B.

***

--- A ---
Below is a molecular structure, C4H7N2, with properties calculated with wB97M-V/def2-TZVPD.

Its charge is +1. The calculation puts the orbital gap at 9.00 eV. Its spin multiplicity is 1.

Atoms and positions in Å:
N -3.07 -0.31 0.86
N 1.98 0.33 0.72
C -0.33 -0.24 -1.26
C 0.73 -0.89 -1.17
C -1.38 0.56 -0.87
C -2.29 0.14 0.09
H 1.25 0.26 1.27
H 0.93 -1.87 -1.66
H -3.02 -0.30 1.84
H 1.49 -0.38 -0.30
H 2.79 -0.20 1.08
H -1.27 1.57 -1.22
H 2.18 1.33 0.61

***

--- B ---
Below is a molecular structure, C4H7N2, with properties calculated with wB97M-V/def2-TZVPD.

Its charge is +1. The calculation puts the orbital gap at 10.71 eV. Its spin multiplicity is 1.

Atoms and positions in Å:
N 1.00 -0.19 -1.66
N -0.13 -0.21 -1.14
C 0.23 -0.81 0.15
C 1.60 -0.84 -0.48
C -0.50 0.52 0.66
C -1.21 0.68 -0.69
H 2.47 -0.24 -0.02
H -0.39 -1.60 0.51
H 1.96 -1.83 -0.49
H -1.18 0.35 1.38
H -2.21 0.25 -0.65
H -1.03 1.58 -1.35
H 0.07 1.41 0.76

***

--- C ---
Below is a molecular structure, C4H7N2, with properties calculated with wB97M-V/def2-TZVPD.

Its charge is +1. The calculation puts the orbital gap at 10.29 eV. Its spin multiplicity is 1.

Atoms and positions in Å:
N 0.31 0.26 0.69
N -0.90 0.47 0.83
C 1.30 0.51 1.68
C 0.52 -0.26 -0.63
C -2.01 -0.47 -1.65
C -0.95 -0.24 -0.97
H 1.07 1.44 2.21
H 2.29 0.55 1.24
H -2.00 -0.89 -2.65
H 0.96 -1.27 -0.67
H 1.28 -0.29 2.44
H -2.99 -0.21 -1.26
H 1.13 0.40 -1.25

***

--- D ---
Below is a gas-phase ion, C4H7N2 (charge +1), with properties calculated with wB97M-V/def2-TZVPD.

Its charge is +1. The calculation puts the orbital gap at 10.54 eV. As for the SMILES: C/C=N\C1=[NH+]C1. Its spin multiplicity is 1.

Atoms and positions in Å:
N 1.02 -0.10 2.06
N -0.09 0.77 0.04
C -0.41 0.99 -1.15
C -0.30 -0.67 2.23
C -0.27 -0.04 -2.24
C 0.24 0.02 0.99
H 0.64 0.27 -2.98
H 0.01 -0.99 -1.90
H -0.91 -0.31 3.04
H -1.11 0.05 -3.01
H -0.52 2.01 -1.50
H 1.99 -0.29 2.30
H -0.30 -1.70 2.12

***

What should be chosen as the least stable of them? Choose B.